i | 17
Properties=species:S:1:pos:R:3 method="wB97M-V/def2-TZVPD" gap_ha=0.2767 mol_weight_g_mol=98.1
C -1.57131 -0.51163 -0.58015
C -0.70868 -1.08438 0.53439
O 0.60195 -1.40455 -0.01613
C 1.64348 -0.64184 0.13897
C 1.86123 0.54132 0.83645
C 0.84902 1.27228 1.48062
C -0.98102 0.73766 -1.23581
H -2.54964 -0.28017 -0.13983
H -1.73806 -1.29016 -1.33463
H -0.57633 -0.37266 1.35026
H -1.09130 -2.04911 0.88019
H 2.47860 -1.07355 -0.41784
H 0.07385 0.58987 -1.48377
H 2.91615 0.83800 0.78196
H 1.32958 2.16055 1.93692
H -1.50413 0.97095 -2.16882
H -1.03339 1.59742 -0.56278


ii | 17
Properties=species:S:1:pos:R:3 method="wB97M-V/def2-TZVPD" smiles="C=C(C)OC.C#C" gap_ha=0.3725 mol_weight_g_mol=98.1
C -0.62390 -1.35840 0.69054
C -1.09072 -0.39021 -0.07028
C -2.41904 -0.23532 -0.70586
O -0.05435 0.82563 -0.36209
C 0.59579 1.67217 0.57401
H 0.36571 -1.30430 1.11462
H -1.24220 -2.21968 0.90366
H -2.93433 0.64400 -0.32113
H -3.05869 -1.09258 -0.48455
H -2.39240 -0.14416 -1.79081
H 1.37577 2.11069 -0.05631
H 0.00808 2.51957 0.92025
H 1.01098 1.16725 1.44905
C 2.05394 -0.30850 -0.81247
C 2.96754 -0.34789 0.01440
H 1.70915 -0.80724 -1.71058
H 3.72868 -0.73102 0.64753


iii | 17
Properties=species:S:1:pos:R:3 method="wB97M-V/def2-TZVPD" gap_ha=0.3422 mol_weight_g_mol=98.1
C 2.07267 0.72105 0.60598
C 0.89815 0.62604 -0.01616
O 0.37843 1.66001 -0.79613
C 0.01551 -0.53690 -0.01137
C 0.68478 -1.88121 0.06303
C -1.29462 -0.41729 -0.29327
C -2.20500 0.75217 -0.12063
H 2.66900 1.61799 0.54510
H 2.45948 -0.08320 1.20121
H 0.93928 2.44065 -0.69240
H 0.97884 -2.10165 1.08932
H 1.58143 -1.90900 -0.55360
H 0.01042 -2.66199 -0.28318
H -1.83254 -1.34290 -0.47863
H -1.66715 1.64218 0.18828
H -2.71427 0.95966 -1.06270
H -2.97441 0.51439 0.61516


Energetically preferred structure: iii | next structure: +71.2 kcal/mol


i | 14
Properties=species:S:1:pos:R:3 method="wB97M-V/def2-TZVPD" gap_ha=0.4019 mol_weight_g_mol=88.1
C 0.93533 0.70649 -0.65237
O 1.37591 -0.58471 -0.35434
C 0.45036 -1.18613 0.54295
C -0.93096 -0.77080 0.04836
C -0.79510 0.71032 -0.15648
O -0.79060 1.47537 1.00866
H 0.91203 0.90902 -1.71970
H 1.67156 1.44980 -0.21357
H 0.16389 1.45034 0.53454
H 0.60468 -0.81929 1.56917
H 0.62167 -2.26228 0.51199
H -1.71890 -1.00224 0.77087
H -1.14598 -1.24316 -0.91356
H -1.35387 1.16727 -0.97651


ii | 14
Properties=species:S:1:pos:R:3 method="wB97M-V/def2-TZVPD" smiles=O[C@H]1CCOC1 gap_ha=0.3984 mol_weight_g_mol=88.1
O 0.80218 0.30543 -1.95142
C 0.53979 -0.27226 -0.69639
C 0.18944 0.89785 0.17515
C -0.32702 0.18583 1.47544
O -0.65302 -1.15128 1.04319
C -0.65965 -1.17424 -0.38386
H 1.20675 1.17865 -1.62977
H 1.42300 -0.80739 -0.30004
H -0.64644 1.43333 -0.28735
H 1.08998 1.64055 -0.12544
H -1.24259 0.63431 1.89222
H 0.41320 0.11121 2.27437
H -0.52810 -2.20537 -0.70592
H -1.60751 -0.77660 -0.78019


iii | 14
Properties=species:S:1:pos:R:3 method="wB97M-V/def2-TZVPD" gap_ha=0.3451 mol_weight_g_mol=88.1
C 0.91810 -0.94930 -1.12008
C 0.28360 -0.31173 0.09689
C 0.04531 1.18899 -0.09826
O -0.25516 1.91565 1.05850
C -1.84613 -0.43438 1.03329
O -0.94896 -1.08145 0.36396
H 1.04093 -2.02476 -0.97248
H 1.90000 -0.50361 -1.30637
H 0.28986 -0.78744 -2.00311
H 0.87648 -0.46741 1.00208
H 0.98636 1.59890 -0.48306
H -0.71577 1.32601 -0.88580
H -1.10451 1.54165 1.36094
H -2.65180 -1.17591 1.21490


Energetically preferred structure: ii | next structure: +26.9 kcal/mol


i | 14
Properties=species:S:1:pos:R:3 method="wB97M-V/def2-TZVPD" gap_ha="0.2725 / 0.3013" mol_weight_g_mol=88.1
C -2.08670 0.51244 0.69939
C -0.63078 0.20640 0.54978
C 1.17631 -1.27886 -0.86324
O 1.89160 -0.38556 0.03967
C 1.37353 0.77392 -0.47787
O 0.13330 1.13760 0.08064
H -2.67387 -0.41220 0.67185
H -2.31053 1.00570 1.65806
H -2.42818 1.17403 -0.10232
H -0.16734 -0.62646 1.06779
H 0.67788 -2.09736 -0.33361
H 1.87684 -1.67753 -1.60889
H 2.03442 1.64145 -0.46130
H 0.86638 0.00160 -1.45516


ii | 14
Properties=species:S:1:pos:R:3 method="wB97M-V/def2-TZVPD" smiles=O[C@H]1C[C@@H](O)C1 gap_ha=0.4083 mol_weight_g_mol=88.1
O 2.12409 0.71197 0.37238
C 0.86296 0.17736 0.61840
C -0.38543 0.92896 0.16256
C -1.01302 -0.51723 0.01226
O -1.86941 -0.56843 -1.09741
C 0.39403 -1.08993 -0.11806
H 2.20560 0.80905 -0.58542
H 0.77124 0.02443 1.69464
H -0.18895 1.41939 -0.81771
H -0.83632 1.68912 0.81512
H -1.53677 -0.83154 0.92297
H -1.83081 0.38935 -1.11821
H 0.68194 -1.07808 -1.17871
H 0.62083 -2.06441 0.31720


Energetically preferred structure: ii | next structure: +96.6 kcal/mol


i | 14
Properties=species:S:1:pos:R:3 method="wB97M-V/def2-TZVPD" gap_ha=0.3352 mol_weight_g_mol=88.1
C 1.66793 0.69434 0.24629
C 0.90497 -1.06273 -0.37286
O 0.36249 -0.17893 1.00173
C -0.47720 -0.83634 0.05023
C -1.42105 0.07978 -0.68562
O -2.36306 0.65164 0.19650
H 1.34717 1.25700 -0.62436
H 2.65385 0.26051 0.09236
H 1.69281 1.32967 1.14039
H 1.30305 -1.96924 0.10653
H -0.98006 -1.64131 0.59007
H -1.98737 -0.49345 -1.42639
H -0.84464 0.84569 -1.22626
H -1.85890 1.06337 0.91141


ii | 14
Properties=species:S:1:pos:R:3 method="wB97M-V/def2-TZVPD" smiles="O=CC1COC1.[H][H]" gap_ha=0.3942 mol_weight_g_mol=88.1
O -0.78302 -0.02097 -2.01624
C -0.66053 -0.49650 -0.91376
C 0.27580 0.04138 0.04509
C 0.80925 -0.91842 1.08169
O -0.22227 -0.66348 2.01628
C -0.82542 0.34428 1.21193
H -1.25169 -1.39961 -0.68973
H 0.91346 0.85488 -0.30657
H 1.78297 -0.62408 1.47603
H 0.84448 -1.98288 0.83558
H -1.91127 0.16056 1.12996
H -0.65155 1.35432 1.58451
H 0.52784 1.46650 -2.66775
H 1.15195 1.88403 -2.78702


iii | 14
Properties=species:S:1:pos:R:3 method="wB97M-V/def2-TZVPD" smiles=C1COCOC1 gap_ha=0.4021 mol_weight_g_mol=88.1
C -0.81107 -0.63317 -0.62440
C -0.79136 0.89966 -0.54280
O -0.37627 1.35594 0.74243
C 0.78225 0.72136 1.28988
O 0.82013 -0.70130 1.07175
C 0.56220 -1.18323 -0.27702
H -1.50458 -0.99616 0.11592
H -1.14543 -1.00485 -1.62402
H -0.06159 1.25554 -1.30074
H -1.80099 1.28413 -0.78422
H 1.70038 1.16235 0.87094
H 0.77834 0.94834 2.34943
H 1.29347 -0.81416 -1.01511
H 0.55452 -2.29446 -0.27205


Energetically preferred structure: iii | next structure: +48.7 kcal/mol


i | 14
Properties=species:S:1:pos:R:3 method="wB97M-V/def2-TZVPD" smiles="CC(=O)[C@H](C)O" gap_ha=0.4078 mol_weight_g_mol=88.1
C -1.01628 1.50905 -0.16436
C -0.32147 0.35497 -0.83809
O -0.00804 0.37653 -2.01318
C -0.00327 -0.89444 -0.01901
C 1.00516 -0.57779 1.08791
O 0.49608 -1.88983 -0.86592
H -1.10455 2.34241 -0.86348
H -2.01415 1.19426 0.16257
H -0.46736 1.82689 0.72788
H -0.94370 -1.24041 0.44034
H 1.28666 -1.51002 1.58402
H 0.59299 0.10425 1.83911
H 1.90927 -0.13218 0.65877
H 0.58866 -1.46370 -1.73655


ii | 14
Properties=species:S:1:pos:R:3 method="wB97M-V/def2-TZVPD" smiles="O=CCCCO" gap_ha=0.3989 mol_weight_g_mol=88.1
O -1.49130 -1.50611 -1.65342
C -1.07773 -1.63784 -0.56873
C -0.79566 -0.57649 0.43907
C 0.45187 0.18037 0.07555
C 0.72520 1.32907 0.97235
O 1.90651 1.94127 0.56082
H -0.88220 -2.69463 -0.21506
H -1.67253 0.17769 0.50215
H -0.97050 -0.97137 1.41924
H 1.27965 -0.64448 -0.10503
H 0.10787 0.42615 -1.08018
H 0.74946 0.99180 2.00544
H -0.15542 2.01373 0.84195
H 2.39979 1.44916 -0.13713


iii | 14
Properties=species:S:1:pos:R:3 method="wB97M-V/def2-TZVPD" gap_ha=0.3909 mol_weight_g_mol=88.1
C 0.94606 0.38666 1.25337
C 0.40093 -0.47821 0.13302
C -1.10988 -0.71696 0.10089
O -1.28796 -0.24732 -1.27299
C 0.29406 0.24138 -1.23667
O 0.00786 1.51693 -1.25772
H 2.02578 0.53128 1.14973
H 0.76178 -0.06941 2.23150
H 0.47313 1.37182 1.22350
H 0.95562 -1.41823 0.04187
H -1.42454 -1.75932 0.16816
H -1.69900 -0.10796 0.79420
H -1.17597 0.94012 -1.23600
H 0.83213 -0.19077 -2.09285


iv | 14
Properties=species:S:1:pos:R:3 method="wB97M-V/def2-TZVPD" smiles="CCOC(C)=O" gap_ha=0.4158 mol_weight_g_mol=88.1
C -2.01524 -0.49025 0.74129
C -1.19856 -0.09208 -0.47541
O 0.15256 -0.26154 -0.04561
C 1.21657 0.09982 -0.79165
C 2.31623 0.46283 0.17356
O 1.25366 0.12986 -1.99510
H -1.72934 -1.49557 1.06459
H -1.80068 0.19910 1.56482
H -3.08929 -0.47065 0.53988
H -1.42424 -0.68858 -1.36516
H -1.36294 0.96525 -0.71388
H 1.89225 1.16556 0.89626
H 3.17642 0.90516 -0.32573
H 2.61260 -0.42890 0.73214


Energetically preferred structure: iv | next structure: +3.9 kcal/mol


i | 14
Properties=species:S:1:pos:R:3 method="wB97M-V/def2-TZVPD" gap_ha=0.3491 mol_weight_g_mol=88.1
C -1.22514 0.63740 1.57373
C -0.02464 -0.20536 1.14470
O -0.29693 -1.58238 1.27184
C 0.39723 0.35804 -0.15992
O 0.54083 -0.56258 -1.07539
C 1.00282 0.07177 -2.29088
H -0.98784 1.69802 1.45122
H -1.49075 0.43494 2.61223
H -2.08225 0.39922 0.93499
H 0.84285 0.07788 1.77332
H 0.00775 -2.01230 0.46173
H 0.12862 0.31717 -2.89502
H 1.66909 -0.62505 -2.79331
H 1.51838 0.99324 -2.00926


ii | 14
Properties=species:S:1:pos:R:3 method="wB97M-V/def2-TZVPD" smiles=C[C@H]1OC[C@H]1O gap_ha=0.3911 mol_weight_g_mol=88.1
C -0.85985 1.44096 0.01367
C -0.08717 0.36492 0.67584
O -0.85191 -0.79712 1.01868
C -0.07334 -1.64518 0.15120
C 0.92080 -0.50301 -0.11813
O 1.26624 -0.14993 -1.42175
H -1.53322 1.09639 -0.77752
H -1.42879 2.05311 0.67551
H 0.11365 2.14096 -0.07275
H 0.55288 1.04233 1.41067
H -0.64253 -1.94976 -0.73746
H 0.29728 -2.53733 0.66784
H 1.86967 -0.64294 0.40792
H 0.45629 0.08660 -1.89370


Energetically preferred structure: ii | next structure: +17.2 kcal/mol


i | 14
Properties=species:S:1:pos:R:3 method="wB97M-V/def2-TZVPD" gap_ha=0.3333 mol_weight_g_mol=88.1
C -1.25671 0.96601 -0.71722
O -0.40515 0.17985 0.14510
C 0.69848 -0.32412 -0.55278
C 0.57317 1.37509 1.33866
C 1.00972 -1.60476 -0.38758
O 0.25327 -2.50655 0.27866
H -1.52343 0.39396 -1.61967
H -0.72178 1.88366 -0.98678
H -2.16687 1.20968 -0.16360
H 1.32264 0.43918 -0.99985
H -0.31959 1.48398 1.98153
H 1.12916 0.54843 1.85176
H 1.94093 -2.00805 -0.77029
H -0.53386 -2.03637 0.60206


ii | 14
Properties=species:S:1:pos:R:3 method="wB97M-V/def2-TZVPD" gap_ha=0.3384 mol_weight_g_mol=88.1
C 1.25618 -0.48989 1.82035
O 0.65018 0.53261 1.06297
C 0.68416 0.31507 -0.28560
C -0.41394 0.28500 -1.04208
C -1.82033 0.12161 -0.56434
O -0.29297 0.36779 -2.40487
H 2.24605 -0.75218 1.41728
H 1.36777 -0.11661 2.84288
H 0.62379 -1.38690 1.82220
H 1.67089 0.20604 -0.74636
H -2.44606 0.99360 -0.77426
H -1.84082 -0.07589 0.50804
H -2.27311 -0.73092 -1.08270
H 0.58823 0.73068 -2.57352


Energetically preferred structure: ii | next structure: +97.5 kcal/mol


i | 14
Properties=species:S:1:pos:R:3 method="wB97M-V/def2-TZVPD" smiles="C[C@@H]1CO1.C=O" gap_ha=0.4023 mol_weight_g_mol=88.1
C 0.19845 -1.55461 -0.26861
C -0.64259 -0.85961 0.77417
C -0.38291 0.50318 1.25577
O -0.04872 -0.62752 2.04216
H 1.13385 -1.01763 -0.46440
H -0.36294 -1.63869 -1.20812
H 0.44158 -2.57033 0.06438
H -1.67464 -1.21278 0.84709
H -1.20995 1.11672 1.61903
H 0.47755 1.05468 0.88393
C 0.51313 1.70574 -1.39302
O 1.70249 1.55940 -1.26723
H -0.01335 2.62044 -1.04977
H -0.13196 0.92100 -1.83539


ii | 14
Properties=species:S:1:pos:R:3 method="wB97M-V/def2-TZVPD" smiles=C[C@H]1COCO1 gap_ha=0.4073 mol_weight_g_mol=88.1
C 1.56600 -0.45040 0.72755
C 0.26169 0.30056 0.49430
C -0.00656 0.71414 -0.97806
O -1.01238 -0.18164 -1.41441
C -1.74835 -0.45858 -0.25603
O -0.82193 -0.58132 0.78816
H 2.40382 0.23349 0.90106
H 1.46162 -1.09502 1.60593
H 1.80404 -1.08413 -0.13370
H 0.19422 1.18097 1.15030
H -0.36195 1.75414 -1.04338
H 0.86268 0.59232 -1.63098
H -2.46548 0.35762 -0.04599
H -2.27679 -1.40529 -0.38832


Energetically preferred structure: ii | next structure: +36.6 kcal/mol